No. 1
Below is a 2-piece molecular cluster, C2H5NO2 overall, with properties calculated with the ωB97M-V functional and the def2-TZVPD basis.

Element x y z (Å)
O -0.257 0.107 3.787
C 0.676 0.033 3.043
H 0.558 -0.079 1.951
H 1.711 0.120 3.420
C -0.624 0.353 -1.542
N -0.347 -0.651 -2.426
O 0.267 0.964 -0.984
H -1.680 0.570 -1.344
H -0.930 -0.846 -3.234
H 0.626 -0.570 -2.670

Calculated values
Max |F| in eV Å⁻¹: 0.60
SMILES: NC=O.C=O
Relative energy (zero: lowest compared OMol25 entry of this formula, charge and spin) in kJ/mol: 137.2
Lowest unoccupied orbital energy in eV: 0.8632
Net charge: 0
HOMO-LUMO gap in eV: 10.8

=====

No. 2
Below is C5H12MgO3Zn as an isolated structure at a distorted geometry, with properties calculated with the ωB97M-V functional and the def2-TZVPD basis.

Element x y z (Å)
O -1.349 -0.669 -1.954
Mg -1.352 -0.905 -3.888
C -0.241 -2.562 1.642
O -0.306 -1.364 0.890
C -0.760 -0.188 1.586
C -0.898 0.940 0.586
C 0.431 1.534 0.160
O 1.010 0.698 -0.863
C 1.753 1.360 -1.876
Zn 0.094 -1.048 -0.998
H -0.186 -3.387 0.923
H 0.664 -2.531 2.266
H -1.135 -2.672 2.271
H -0.011 0.015 2.370
H -1.726 -0.418 2.059
H -1.515 1.731 1.030
H -1.700 0.661 -0.534
H 1.196 1.597 0.952
H 0.265 2.551 -0.223
H 1.449 0.928 -2.838
H 1.504 2.427 -1.969
H 2.813 1.302 -1.591

Calculated values
Max |F| in eV Å⁻¹: 4.09
Relative energy (zero: lowest compared OMol25 entry of this formula, charge and spin) in kJ/mol: 36.2
Lowest unoccupied orbital energy (spin up / spin down) in eV: -0.0784 / -0.4287
Net charge: 0
HOMO-LUMO gap (spin up / spin down) in eV: 5.0 / 4.1

=====

No. 3
Below is the molecule C2H3N at a distorted geometry, with properties calculated with the ωB97M-V functional and the def2-TZVPD basis.

Element x y z (Å)
C 0.296 -0.381 -0.205
C -0.508 0.689 0.430
N -1.148 1.504 0.923
H 0.778 -0.986 0.552
H 0.944 0.170 -0.887
H -0.362 -0.997 -0.814

Calculated values
Max |F| in eV Å⁻¹: 1.46
SMILES: CC#N
Relative energy (zero: lowest compared OMol25 entry of this formula, charge and spin) in kJ/mol: 6.4
Lowest unoccupied orbital energy in eV: 0.7979
Net charge: 0
HOMO-LUMO gap in eV: 12.6

=====

No. 4
Below is the molecule C8H9N3O at a distorted geometry, with properties calculated with the ωB97M-V functional and the def2-TZVPD basis.

Element x y z (Å)
C -1.068 -1.828 -0.172
C 0.979 -0.505 -0.137
C 2.009 -1.462 0.188
C 3.206 -0.821 -0.038
C 1.159 1.938 -0.211
C -0.410 1.922 -0.292
C -1.123 0.805 -0.011
C -2.720 0.835 0.191
H -0.860 -2.610 0.560
H -1.089 -2.128 -1.245
H -2.267 -1.715 0.059
H 1.875 -2.501 0.705
H 4.147 -1.212 0.127
H -0.967 2.832 0.079
H -2.839 1.979 0.234
H -2.955 0.308 1.123
H -3.374 0.605 -0.834
N -0.388 -0.495 -0.150
N 3.055 0.534 -0.072
N 1.730 0.690 -0.284
O 1.900 2.829 0.182

Calculated values
Max |F| in eV Å⁻¹: 4.33
SMILES: Cc1cc(=O)n2nccc2n1C
Relative energy (zero: lowest compared OMol25 entry of this formula, charge and spin) in kJ/mol: 280.1
Lowest unoccupied orbital energy in eV: 0.4082
Net charge: 0
HOMO-LUMO gap in eV: 8.5

=====

No. 5
Below is a 2-piece molecular cluster, C4H10NO2 overall, with properties calculated with the ωB97M-V functional and the def2-TZVPD basis.

Element x y z (Å)
O -1.129 2.009 0.441
C -1.949 1.592 1.289
O -2.043 0.462 1.796
H -2.692 2.346 1.683
C 1.116 -0.770 0.790
C 0.942 -0.601 -0.713
C -0.427 -1.104 -1.141
N 1.069 0.786 -1.152
H 1.052 -1.824 1.088
H 2.065 -0.362 1.125
H 0.292 -0.244 1.274
H 1.689 -1.156 -1.267
H -0.540 -0.958 -2.223
H -0.571 -2.161 -0.899
H -1.197 -0.528 -0.619
H 1.953 1.146 -0.798
H 0.369 1.366 -0.675

Calculated values
Max |F| in eV Å⁻¹: 0.65
Relative energy (zero: lowest compared OMol25 entry of this formula, charge and spin) in kJ/mol: 37.8
Lowest unoccupied orbital energy in eV: 4.2521
Net charge: -1
HOMO-LUMO gap in eV: 8.5

=====

No. 6
Below is C41H47BrF3N4O6P3SSr as an isolated structure, with properties calculated with the ωB97M-V functional and the def2-TZVPD basis.

Element x y z (Å)
Sr -0.209 1.075 0.751
N -2.542 0.408 2.108
C -2.616 1.027 3.443
C -2.122 2.461 3.164
O -2.990 3.167 2.596
N -0.853 2.800 3.323
C -0.031 2.071 4.244
C 0.766 -0.363 3.385
O 2.248 -0.463 3.836
O 0.496 -0.757 2.203
H -3.133 0.932 1.468
H -2.864 -0.551 2.086
H -1.987 0.458 4.125
H -3.634 1.073 3.844
H -0.596 1.547 5.032
H 0.612 2.792 4.764
F 0.289 7.583 -1.749
C 0.729 6.418 -1.172
F 1.604 5.907 -2.064
F 1.440 6.807 -0.105
C -0.411 5.494 -0.863
C -1.690 5.888 -1.219
C -2.769 5.050 -0.989
C -2.499 3.821 -0.412
N -1.281 3.418 -0.079
C -0.201 4.220 -0.256
S 1.350 3.652 0.242
H -1.842 6.856 -1.674
H -3.781 5.335 -1.239
H -3.297 3.117 -0.204
C 2.264 0.170 -2.982
P 2.789 0.042 -1.226
C 3.904 1.498 -1.142
C 4.053 -1.309 -1.399
C 5.011 -1.417 -0.193
P 4.213 -0.988 1.429
C 5.589 -1.483 2.549
C 3.150 -2.468 1.631
H 3.107 0.388 -3.647
H 1.504 0.949 -3.060
H 1.798 -0.769 -3.291
H 4.720 1.424 -1.870
H 4.314 1.595 -0.135
H 3.312 2.394 -1.337
H 4.630 -1.146 -2.317
H 3.493 -2.238 -1.541
H 5.822 -0.692 -0.317
H 5.477 -2.410 -0.152
H 5.934 -2.509 2.374
H 5.233 -1.392 3.578
H 6.431 -0.798 2.432
H 3.690 -3.396 1.409
H 2.275 -2.377 0.985
H 2.774 -2.494 2.656
C -0.013 -5.105 0.240
P -0.255 -3.340 -0.245
C -0.185 -3.442 -2.070
C 0.489 -4.459 -2.746
C 0.633 -4.419 -4.128
C 0.100 -3.365 -4.858
C -0.571 -2.344 -4.196
C -0.701 -2.378 -2.817
C -2.058 -3.243 0.100
C -3.087 -3.423 -0.820
C -4.414 -3.332 -0.421
C -4.734 -3.075 0.904
C -3.715 -2.897 1.832
C -2.389 -2.966 1.427
H 1.042 -5.378 0.171
H -0.615 -5.799 -0.350
H -0.301 -5.186 1.289
H 0.913 -5.291 -2.197
H 1.168 -5.215 -4.632
H 0.217 -3.332 -5.934
H -0.979 -1.502 -4.743
H -1.200 -1.563 -2.303
H -2.857 -3.621 -1.858
H -5.201 -3.453 -1.157
H -5.770 -2.993 1.208
H -3.951 -2.672 2.865
H -1.593 -2.761 2.138
Br 3.750 1.973 3.923
C 2.116 0.794 4.364
C 2.015 0.790 5.872
C 1.135 -0.014 6.472
C 0.176 -0.909 5.812
C -0.006 -1.059 4.497
N 0.947 1.136 3.645
H 2.648 1.450 6.448
H 1.091 0.011 7.557
H -0.467 -1.477 6.478
H -0.783 -1.728 4.140
O -0.698 2.972 -3.240
C -1.702 2.287 -3.836
C -2.206 2.670 -5.080
C -3.243 1.965 -5.671
C -3.805 0.876 -5.019
C -3.310 0.511 -3.773
C -2.253 1.184 -3.175
C -1.734 0.700 -1.836
O -0.485 0.753 -1.676
O -2.549 0.242 -1.006
H -0.527 3.789 -3.722
H -1.773 3.531 -5.580
H -3.616 2.277 -6.640
H -4.624 0.325 -5.467
H -3.741 -0.311 -3.212

Calculated values
Max |F| in eV Å⁻¹: 0.59
Relative energy (zero: lowest compared OMol25 entry of this formula, charge and spin) in kJ/mol: 301.7
Lowest unoccupied orbital energy in eV: 4.0071
Net charge: -2
HOMO-LUMO gap in eV: 6.0

=====

> The lowest relative energy (zero: lowest compared OMol25 entry of this formula, charge and spin) belongs to which entry?

C2H3N